[1]
DFT (wB97M-V/def2-TZVPD) results for C44H43FN3O5P2Pt as an isolated structure.

Positions of all 99 atoms, in Å:
Pt (-1.12955, 1.72941, -1.37167)
F (-0.10695, 1.69611, 5.44233)
C (-0.78915, 0.72581, 4.78473)
C (-0.89325, 0.83921, 3.41943)
C (-1.58955, -0.12359, 2.68553)
C (-1.74035, 0.06541, 1.25003)
O (-1.30135, 1.13231, 0.75593)
C (-2.39205, -1.00999, 0.56773)
C (-2.80505, -2.10289, 1.26933)
N (-2.65985, -2.26169, 2.60773)
C (-3.07835, -3.47029, 3.25003)
C (-2.85695, -4.78389, 2.57203)
C (-2.00265, -4.39969, 3.74243)
C (-2.08225, -1.26189, 3.35053)
C (-1.97085, -1.34779, 4.74043)
C (-1.35835, -0.33639, 5.48603)
N (-1.32715, -0.47489, 6.89533)
C (-2.58945, -0.62809, 7.59863)
C (-2.34725, -1.62899, 8.74623)
N (-0.88645, -1.62989, 8.99223)
C (-0.37675, -0.24379, 9.09913)
C (-0.43275, 0.35911, 7.68073)
C (-2.68905, -1.06149, -0.93537)
O (-3.36545, -2.00119, -1.32717)
O (-2.23115, -0.16409, -1.70387)
H (-0.45845, 1.67991, 2.90283)
H (-3.30405, -2.89229, 0.72653)
H (-3.97375, -3.34459, 3.85173)
H (-2.40765, -4.78309, 1.59153)
H (-3.60045, -5.55349, 2.71553)
H (-0.97755, -4.11539, 3.54933)
H (-2.14165, -4.91689, 4.67933)
H (-2.36555, -2.20199, 5.26493)
H (-3.36555, -0.98859, 6.92743)
H (-2.92295, 0.33571, 8.00583)
H (-2.64985, -2.63779, 8.46733)
H (-2.87965, -1.33119, 9.64873)
H (-0.46405, -2.00149, 8.12543)
H (-0.63005, -2.19879, 9.80113)
H (0.64815, -0.25229, 9.46713)
H (-1.00065, 0.31381, 9.79903)
H (0.55495, 0.34561, 7.21843)
H (-0.76705, 1.40301, 7.73653)
C (2.94575, 1.48821, -2.72337)
P (1.14195, 1.36391, -2.26057)
C (0.60465, 0.00781, -3.34967)
C (1.29475, -1.19299, -3.48407)
C (0.83775, -2.15879, -4.36017)
C (-0.30325, -1.93609, -5.11287)
C (-1.00535, -0.75099, -4.97307)
C (-0.55325, 0.21601, -4.09287)
C (1.41145, 0.54991, -0.63637)
C (2.06235, 1.29501, 0.34943)
C (2.27675, 0.76251, 1.60623)
C (1.83535, -0.51819, 1.90083)
C (1.15845, -1.24959, 0.94033)
C (0.93515, -0.71879, -0.31857)
P (3.42445, 2.71241, -4.06557)
C (1.89795, 2.58561, -5.07507)
C (1.72695, 1.76131, -6.17977)
C (0.52835, 1.77941, -6.86997)
C (-0.49845, 2.62061, -6.47407)
C (-0.33125, 3.44691, -5.37487)
C (0.86345, 3.43051, -4.67847)
C (4.57955, 1.72941, -5.09917)
C (4.86075, 2.30891, -6.33737)
C (5.75755, 1.72651, -7.20957)
C (6.41575, 0.55881, -6.85417)
C (6.16475, -0.00869, -5.61697)
C (5.26195, 0.57361, -4.74057)
H (3.23145, 0.48021, -3.03327)
H (3.50875, 1.76591, -1.82737)
H (2.17675, -1.38819, -2.88987)
H (1.37425, -3.08969, -4.46047)
H (-0.64455, -2.68739, -5.80917)
H (-1.90275, -0.58149, -5.54967)
H (-1.08715, 1.15881, -3.98197)
H (2.38995, 2.30291, 0.12373)
H (2.78975, 1.34501, 2.35863)
H (2.01985, -0.94079, 2.87903)
H (0.80675, -2.24459, 1.17203)
H (0.38375, -1.28959, -1.05107)
H (2.52435, 1.11081, -6.50927)
H (0.39655, 1.13411, -7.72567)
H (-1.42325, 2.64201, -7.03087)
H (-1.12245, 4.11031, -5.05957)
H (1.01195, 4.09341, -3.83517)
H (4.36025, 3.23021, -6.60527)
H (5.94575, 2.18841, -8.16657)
H (7.12905, 0.10581, -7.52867)
H (6.67635, -0.91419, -5.32267)
H (5.11855, 0.11691, -3.77127)
C (-4.07265, 2.47181, -2.16317)
O (-3.18705, 3.53941, -2.46607)
C (-1.89525, 3.45321, -2.16267)
O (-1.15825, 4.39511, -2.31457)
H (-5.06045, 2.80551, -2.47627)
H (-4.08125, 2.26961, -1.08707)
H (-3.79595, 1.55591, -2.69297)

## Properties
**Lowest unoccupied orbital energy (spin up / spin down)**: -0.122 / -0.122 Ha
**Net charge**: +1
**Highest occupied orbital energy (spin up / spin down)**: -0.33931 / -0.33921 Ha
**Kohn-Sham gap (spin up / spin down)**: 0.217 / 0.217 Eh



[2]
DFT (wB97M-V/def2-TZVPD) results for C44H43N10O2ReS2SeTe as an isolated structure.

Positions of all 104 atoms, in Å:
Re (0.40565, 0.36764, 0.50610)
C (10.69033, 9.40491, 0.13769)
O (10.79078, 7.98652, 0.10016)
C (9.69619, 7.24090, 0.07366)
C (9.90102, 5.85163, -0.00202)
C (8.84047, 4.98595, -0.05594)
C (7.52505, 5.47310, -0.01808)
C (7.32366, 6.85768, 0.06438)
C (8.38393, 7.73338, 0.10724)
C (6.36240, 4.61659, -0.03473)
N (5.12066, 5.03802, 0.16445)
C (4.33549, 3.94349, 0.08992)
C (5.09797, 2.80163, -0.16799)
N (6.38421, 3.25823, -0.24417)
C (4.52495, 1.50937, -0.25779)
C (5.20630, 0.31231, -0.54006)
C (4.50771, -0.87321, -0.55236)
C (3.13990, -0.86627, -0.30127)
N (2.45616, 0.24921, -0.05753)
C (3.13154, 1.43319, -0.02075)
C (2.34553, 2.59088, 0.26877)
N (1.01863, 2.38070, 0.52844)
C (0.27646, 3.46220, 0.75961)
C (0.76498, 4.76422, 0.74048)
C (2.10597, 4.98318, 0.52127)
C (2.92468, 3.87178, 0.28719)
H (11.70985, 9.77538, 0.12835)
H (10.18926, 9.74300, 1.04711)
H (10.15438, 9.78428, -0.73473)
H (10.92439, 5.50303, -0.01771)
H (9.04363, 3.92294, -0.11429)
H (6.30788, 7.22387, 0.08806)
H (8.19908, 8.79618, 0.16930)
H (7.21057, 2.71878, -0.43922)
H (6.26804, 0.30981, -0.74646)
H (5.00704, -1.81093, -0.74787)
H (2.58880, -1.79673, -0.30574)
H (-0.76503, 3.29290, 0.98303)
H (0.08915, 5.58617, 0.92770)
H (2.53365, 5.97659, 0.52508)
C (-4.31952, -4.39381, -1.18383)
O (-3.87585, -3.74824, 0.02868)
C (-3.55339, -2.48962, 0.04274)
S (-3.73068, -1.53949, -1.41948)
S (-3.02109, -1.80286, 1.45263)
H (-3.54946, -4.30869, -1.95310)
H (-5.25332, -3.95491, -1.53624)
H (-4.47886, -5.43709, -0.93390)
C (-1.05240, -0.62388, 5.84931)
N (-1.24541, 0.19372, 4.65303)
C (-2.64390, 0.42683, 4.32429)
C (-0.26504, 0.36794, 3.73199)
N (-0.55516, 0.34323, 2.42746)
N (0.98188, 0.57858, 4.18500)
C (1.25793, 1.17215, 5.49084)
C (2.15803, 0.46047, 3.34438)
H (-1.73264, -1.47740, 5.79960)
H (-1.28935, -0.06298, 6.75408)
H (-0.03682, -1.00181, 5.91178)
H (-3.16397, 0.70318, 5.24046)
H (-3.13365, -0.46850, 3.92862)
H (-2.74086, 1.24759, 3.61621)
H (-1.49783, -0.00804, 2.30426)
H (0.34666, 1.48665, 5.98732)
H (1.88390, 2.05485, 5.34698)
H (1.79820, 0.47742, 6.13542)
H (1.99475, -0.27737, 2.56041)
H (2.99414, 0.13287, 3.96121)
H (2.42120, 1.41978, 2.88648)
Te (-2.31129, 0.23416, -0.55715)
C (-2.55775, 1.43548, -2.29343)
C (-2.11366, 2.74554, -2.15192)
C (-2.42364, 3.68076, -3.12532)
C (-3.17194, 3.30930, -4.23358)
C (-3.57212, 1.99130, -4.39462)
C (-3.26618, 1.04779, -3.42314)
C (-3.88746, 1.30855, 0.38604)
C (-3.48315, 2.39111, 1.15900)
C (-4.42683, 3.27250, 1.66330)
C (-5.77378, 3.04434, 1.42292)
C (-6.17700, 1.93366, 0.69406)
C (-5.23396, 1.07004, 0.15563)
H (-1.53475, 3.02777, -1.27927)
H (-2.09549, 4.70409, -3.00442)
H (-3.44578, 4.04709, -4.97478)
H (-4.14424, 1.69492, -5.26312)
H (-3.59306, 0.02266, -3.55437)
H (-2.42952, 2.52216, 1.37423)
H (-4.11484, 4.13846, 2.23180)
H (-6.51310, 3.73796, 1.79916)
H (-7.23010, 1.75065, 0.53007)
H (-5.56001, 0.22097, -0.43064)
Se (-0.93974, -2.00100, -3.48938)
N (-0.83088, -3.56631, -2.73472)
C (-0.43986, -3.41899, -1.47565)
C (-0.24632, -4.44268, -0.52134)
C (0.11021, -4.05393, 0.74194)
C (0.28206, -2.69329, 1.05886)
N (0.09478, -1.69518, 0.19998)
C (-0.25824, -2.05450, -1.06436)
N (-0.52210, -1.12868, -1.98514)
H (-0.38063, -5.47841, -0.80292)
H (0.25235, -4.79060, 1.51939)
H (0.55154, -2.39774, 2.06461)

## Properties
**Lowest unoccupied orbital energy (spin up / spin down)**: -0.337 / -0.338 Ha
**Net charge**: +3
**Highest occupied orbital energy (spin up / spin down)**: -0.47946 / -0.47954 Ha
**Kohn-Sham gap (spin up / spin down)**: 0.143 / 0.142 Eh
**Energy above the lowest of the compared OMol25 structures with the same formula, charge and spin**: 3.231 eV
**Spin multiplicity**: 2



Molar mass (computed, g/mol): 969.87, 1200.80